Record 1
The following is a quantum chemistry calculation of a molecular structure, C8H24CrO8S in a non-equilibrium geometry, from the Open Molecules 2025 dataset.

HOMO level (spin up / spin down) (eV): -7.186 / -8.150
⟨S²⟩: 6.01
Energy above the lowest of the compared OMol25 structures with the same formula, charge and spin (kJ/mol): 0.0
Kohn-Sham gap (spin up / spin down) (eV): 7.1044 / 8.0631
Multiplicity: 5

Atoms and positions in Å:
Cr -0.9380 0.0105 0.5106
S -3.5198 -0.3083 0.8051
O -4.3096 -0.9023 -0.2581
O -2.7427 0.9010 0.2842
O -4.2590 0.0135 2.0069
O -2.3415 -1.2245 1.1579
C 1.3604 -3.2477 -0.8536
C 0.4216 -2.8618 0.2820
O 0.5647 -1.4791 0.6580
H 0.9230 -4.0351 -1.4652
H 2.3194 -3.6179 -0.4824
H 1.5795 -2.3927 -1.4954
H 0.5922 -3.4712 1.1693
H -0.6214 -2.9718 0.0006
H 1.4723 -1.3297 0.9361
C 0.6349 2.8124 3.4845
C 0.5692 1.3078 3.4716
O -0.4829 0.8086 2.6449
H 1.4007 3.1338 4.1963
H -0.3180 3.2521 3.7760
H 0.9147 3.2265 2.5151
H 0.4445 0.9368 4.4920
H 1.5053 0.8803 3.1016
H -1.2757 0.6617 3.1726
C -0.1368 -0.9925 -3.7813
C -1.1421 -0.1953 -2.9448
O -1.3789 -0.7912 -1.6677
H -0.0585 -2.0074 -3.3928
H 0.8487 -0.5262 -3.7376
H -0.4255 -1.0321 -4.8308
H -2.0826 -0.0227 -3.4673
H -0.7180 0.7842 -2.7239
H -1.9152 -1.5761 -1.8111
C 2.2459 1.1866 -0.7191
C 1.2542 2.3139 -0.5454
O -0.0624 1.8078 -0.3027
H 3.2051 1.6031 -1.0400
H 1.9483 0.4426 -1.4575
H 2.4479 0.6982 0.2371
H 1.2209 2.9756 -1.4115
H 1.5559 2.9253 0.3084
H -0.7007 2.3035 -0.8226

Record 2
The following is a quantum chemistry calculation of 2 unconnected molecules or ions with the total composition C3H11N2 in a non-equilibrium geometry, from the Open Molecules 2025 dataset.

HOMO level (eV): -14.928
Net charge: +1
Energy above the lowest of the compared OMol25 structures with the same formula, charge and spin (kJ/mol): 144.4
Kohn-Sham gap (eV): 9.7748

Atoms and positions in Å:
C 1.1822 -1.7482 -0.7020
C 2.2545 -1.3286 -1.6753
H 0.1772 -1.8028 -1.1440
H 1.4742 -2.6493 -0.1754
H 1.0305 -0.9712 0.0586
H 2.1940 -0.2755 -1.9833
H 2.1048 -1.8019 -2.6473
H 3.2376 -1.5298 -1.2612
N -0.6490 1.1088 -0.1903
C -1.5047 0.8037 0.7947
N -1.6324 1.3919 1.9462
H -0.7290 1.8941 -0.8120
H -0.0130 0.3494 -0.4214
H -2.0386 -0.1395 0.6443
H -2.2349 0.8786 2.5813
H -0.9801 2.0717 2.3000

Record 3
The following is a quantum chemistry calculation of a molecular structure, C24H43Cl2EuF3N3O7SSi in a non-equilibrium geometry, from the Open Molecules 2025 dataset.

HOMO level (spin up / spin down) (eV): -7.206 / -7.209
⟨S²⟩: 12.02
Energy above the lowest of the compared OMol25 structures with the same formula, charge and spin (kJ/mol): 333.7
Kohn-Sham gap (spin up / spin down) (eV): 4.2847 / 7.2908
Multiplicity: 7

Atoms and positions in Å:
C 2.6598 -2.5428 -1.7511
C 2.2534 -1.7303 -2.9350
H 2.2354 -3.5535 -1.8108
H 2.3711 -2.1244 -0.7791
H 3.7584 -2.6343 -1.7624
C 2.5425 -2.1469 -4.1889
C 2.9919 -3.5306 -4.5267
H 2.5660 -1.4349 -5.0297
H 2.4389 -4.3058 -3.9800
H 4.0602 -3.6894 -4.3242
H 2.8367 -3.7188 -5.5950
Eu 0.9037 0.1809 0.6820
Cl 2.5179 1.9935 -0.4667
C -0.2679 2.9357 1.1760
O -0.8329 1.8246 0.9475
N -0.8702 4.1131 1.0896
C -2.3038 4.2039 0.8267
C -0.0348 5.3010 0.9724
H 0.7989 3.0009 1.4427
H -2.8795 3.6320 1.5693
H -2.5565 3.8350 -0.1783
H -2.5533 5.2661 0.8812
H 0.7224 5.2854 1.7672
H -0.6865 6.1723 1.0394
H 0.4821 5.3055 0.0001
H -3.1976 1.7048 5.6533
H -1.8237 1.1571 7.6472
C -2.9981 0.6443 5.4600
C -1.1136 0.5383 7.0871
N -1.6159 0.3294 5.7397
H -3.1867 0.4066 4.4140
C -0.8104 -0.1443 4.7640
O -1.1529 -0.4662 3.6173
H -0.1315 1.0294 7.0537
H 0.2407 -0.2509 5.0911
H -3.6548 0.0608 6.1138
H -0.9966 -0.4208 7.6154
H -0.6448 -5.2442 3.5684
H -0.2012 -4.6150 -0.3483
C -1.3771 -5.0415 2.7734
C -1.0519 -4.8106 0.3169
N -0.7488 -4.3237 1.6591
H -2.2062 -4.4571 3.2090
C -0.1340 -3.1408 1.8623
O 0.3595 -2.4227 0.9540
H -1.9532 -4.3416 -0.1017
H -0.1200 -2.8301 2.9305
H -1.7842 -5.9783 2.3786
H -1.2569 -5.8870 0.4151
O 0.6081 -0.3400 -1.6759
C 1.6730 -0.3382 -2.6540
C 0.5837 -0.1933 -4.9830
C 1.3221 0.4128 -3.9532
H 0.2681 -1.2408 -4.9011
C 0.2379 0.5145 -6.1406
H 2.4748 0.2361 -2.1552
C 1.8226 1.7074 -4.1554
H -0.4247 0.0343 -6.8630
C 0.7534 1.7875 -6.3491
C 1.5608 2.3662 -5.3632
H 2.4250 2.1402 -3.3473
H 0.5035 2.3243 -7.2590
H 1.9635 3.3624 -5.5152
Si -1.2327 -0.4974 -2.4718
Cl -0.8818 -2.4115 -3.2836
C -2.3722 -0.1672 -4.0467
C -1.2420 1.4756 -2.5396
C -2.0431 -0.8238 -0.8210
H -2.2324 0.7825 -4.5900
H -3.4139 -0.1545 -3.6967
H -2.2759 -0.9762 -4.7938
H -1.6032 -1.7166 -0.3501
H -3.1074 -1.0077 -1.0220
H -1.9854 0.0198 -0.1102
H -0.6462 1.8076 -3.4060
H -0.8054 1.9380 -1.6366
H -2.2593 1.8891 -2.6794
F 2.5516 0.4253 5.7743
C 2.9292 1.5485 5.0988
F 2.9988 2.5657 5.9875
F 4.1555 1.3355 4.5781
S 1.6971 1.9788 3.7876
O 2.1538 3.2440 3.2461
O 1.8163 0.8333 2.8412
O 0.4328 2.0039 4.5091

Record 4
The following is a quantum chemistry calculation of a molecular structure, C42H54N8O5PRe in a non-equilibrium geometry, from the Open Molecules 2025 dataset.

HOMO level (spin up / spin down) (eV): -9.285 / -10.388
Net charge: +1
⟨S²⟩: 3.77
Kohn-Sham gap (spin up / spin down) (eV): 6.1059 / 6.9947
Multiplicity: 4

Atoms and positions in Å:
Re -0.6659 -0.0558 1.5011
C -0.7597 -5.1704 2.8002
O -0.7010 -4.6916 1.4497
C -1.9253 -4.0559 1.1121
C -2.8722 -4.7638 0.4125
C -4.0538 -4.1590 -0.1029
C -4.2719 -2.8275 0.1645
C -3.2832 -2.1094 0.8947
C -3.5979 -0.7322 1.2155
N -2.7263 0.2073 1.3628
N -3.2780 1.3976 1.8664
C -2.4982 1.7860 2.8481
O -1.4032 1.1103 3.1291
C -2.6550 3.0335 3.6425
C -1.8997 3.2123 4.8143
C -1.9466 4.4173 5.4808
C -2.6938 5.4895 4.9507
C -3.4255 5.3442 3.8040
C -3.4488 4.0851 3.1811
C -2.0785 -2.6750 1.3396
O -1.1223 -1.9454 1.9517
H 0.2498 -5.5695 3.0406
H -1.0064 -4.3280 3.4420
H -1.4558 -5.9727 2.8739
H -2.7017 -5.8334 0.1712
H -4.7734 -4.7256 -0.6612
H -5.1988 -2.3799 -0.1113
H -4.6594 -0.4615 1.3978
H -1.2752 2.3923 5.1601
H -1.4076 4.6038 6.3751
H -2.7507 6.4193 5.4872
H -3.9010 6.1635 3.3096
H -4.0829 3.9105 2.3118
O 6.3116 1.0105 2.8981
C 5.6612 -0.1549 3.3491
C 4.2402 -0.1801 2.8799
C 3.4863 -1.3535 2.8477
C 2.1383 -1.3571 2.5018
N 1.4925 -0.2292 2.1039
C 2.2022 0.8817 2.0638
C 3.5511 0.9617 2.4884
C 1.5633 2.0555 1.4625
C 2.2229 3.2447 1.1215
C 1.4892 4.3214 0.6573
C 2.2859 5.6329 0.4545
O 1.4366 6.7493 0.1995
C 0.1204 4.1880 0.4383
C -0.4265 2.9277 0.6824
N 0.2511 1.8742 1.2002
H 7.1037 1.1997 3.4670
H 5.6377 -0.1750 4.4407
H 6.1696 -1.0630 3.0152
H 3.9567 -2.2442 3.2091
H 1.5242 -2.2175 2.4543
H 4.0679 1.9148 2.4948
H 3.3080 3.4243 1.3162
H 2.9430 5.5327 -0.4403
H 3.0847 5.8118 1.2864
H 1.1106 7.0937 1.0429
H -0.5425 4.9254 -0.0232
H -1.4764 2.8016 0.4939
N -0.3589 -0.6118 -0.2796
P -0.0310 -0.8181 -1.8113
N -1.0767 0.0521 -2.8353
C -2.3738 -0.5514 -3.0629
C -3.5700 0.1858 -2.3047
C -3.0884 1.5966 -2.0005
C -2.2899 2.1952 -3.1567
C -0.9661 1.4797 -3.1985
N 1.4858 -0.1929 -2.1519
C 1.9984 -0.2332 -3.5153
C 3.2142 0.8268 -3.6412
C 4.2790 0.4517 -2.6718
C 3.7371 0.3517 -1.2583
C 2.5369 -0.5980 -1.2381
N -0.1881 -2.3798 -2.3167
C -0.1636 -2.7889 -3.7281
C -0.8828 -4.1617 -3.9245
C -0.1545 -5.2415 -3.1088
C 0.7459 -4.6542 -1.9690
C -0.0119 -3.4739 -1.3317
H -2.4142 -1.5720 -2.8294
H -2.6401 -0.3930 -4.1691
H -3.7534 -0.4461 -1.4414
H -4.4216 0.1619 -2.9804
H -2.4292 1.5467 -1.1081
H -3.9512 2.1700 -1.7528
H -2.1427 3.2798 -2.9942
H -2.8056 2.0974 -4.0932
H -0.2711 1.9221 -2.4431
H -0.4871 1.6113 -4.1708
H 1.2054 -0.0439 -4.2563
H 2.4879 -1.2652 -3.6608
H 2.8120 1.8128 -3.4106
H 3.6284 0.7566 -4.6134
H 5.1256 1.1525 -2.7945
H 4.6913 -0.4973 -2.9211
H 3.3564 1.3737 -0.9660
H 4.4927 0.1281 -0.5408
H 2.1075 -0.6736 -0.2301
H 2.9225 -1.6047 -1.5130
H 0.8680 -2.8650 -3.9795
H -0.6800 -1.9700 -4.3430
H -0.8946 -4.3875 -4.9838
H -1.9051 -4.0077 -3.5725
H 0.5219 -5.8387 -3.7305
H -0.9147 -5.9285 -2.6724
H 1.6760 -4.3051 -2.3521
H 0.9533 -5.3928 -1.2388
H 0.3837 -3.1020 -0.3868
H -1.0068 -3.8467 -1.0677

Record 5
The following is a quantum chemistry calculation of 12 unconnected molecules or ions with the total composition C3H31NO12S2 in a non-equilibrium geometry, from the Open Molecules 2025 dataset.

HOMO level (eV): -8.673
Structure (SMILES): N[C@@H](CO)CSS.O.O.O.O.O.O.O.O.O.O.O
Kohn-Sham gap (eV): 8.7896

Atoms and positions in Å:
N 3.1162 -0.2531 -2.1653
C 2.0884 0.7561 -2.4925
C 0.8206 0.0176 -2.9877
O 0.3572 -0.9923 -2.1527
C 1.8410 1.6544 -1.3069
S 1.5985 3.4248 -1.6349
S -0.4203 3.6735 -1.8109
H 3.3928 -0.7648 -2.9965
H 2.6815 -0.9073 -1.5192
H 2.4422 1.2706 -3.3829
H 0.0130 0.7522 -3.1656
H 1.0121 -0.3548 -3.9976
H 0.1797 -0.7020 -1.2446
H 2.6839 1.6966 -0.6181
H 0.9794 1.3148 -0.7491
H -0.5600 2.8941 -2.8903
H -1.9524 1.6930 0.4271
H -2.7322 0.3968 0.8712
O -1.9658 0.9661 1.0553
H -0.8593 -4.1790 2.9705
H -0.4924 -3.0873 1.9800
O -1.1324 -3.3117 2.6531
H 0.9065 -0.5614 1.3867
H -0.4698 -0.2571 0.7719
O 0.4220 -0.6043 0.5505
H -4.3267 -1.3519 0.8214
H -2.9868 -1.6685 0.0256
O -3.6986 -1.0067 0.1802
H -3.3185 -3.5348 2.1742
H -3.2742 -3.6970 0.6715
O -3.8556 -3.8281 1.4307
H 3.4952 0.9609 2.7382
H 3.7407 2.2388 2.0087
O 3.4817 1.3188 1.8418
H -3.1869 -1.1901 -2.4461
H -1.8481 -0.8212 -3.1251
O -2.2516 -1.0255 -2.2769
H 2.3148 -2.0914 2.6904
H 2.4039 -3.3945 1.9514
O 1.7554 -2.7920 2.3348
H -1.5015 -0.9206 3.9046
H -0.7005 -2.0038 4.5198
O -0.7433 -1.0404 4.4895
H -1.5826 -2.4661 -1.0516
H -0.8319 -2.1596 0.3022
O -1.5879 -2.6423 -0.0913
H 0.7338 2.1944 2.5632
H 0.0561 1.2752 3.5455
O 0.7785 1.2953 2.9055

Record 6
The following is a quantum chemistry calculation of 2 unconnected molecules or ions with the total composition C4H6INO in a non-equilibrium geometry, from the Open Molecules 2025 dataset.

HOMO level (eV): -8.609
Energy above the lowest of the compared OMol25 structures with the same formula, charge and spin (kJ/mol): 512.6
Kohn-Sham gap (eV): 8.8836

Atoms and positions in Å:
C -1.8204 -2.3878 0.1665
C -1.4971 -1.1508 -0.0943
C 0.5586 -0.2194 0.1396
C 1.1307 2.1843 -0.1100
N 1.5668 -0.9323 0.1561
O 0.1829 1.0823 0.0898
I -2.6747 0.5248 -0.6520
H -2.8033 -2.7176 -0.2003
H -1.2135 -3.1529 0.7096
H 0.6159 3.0760 0.2637
H 1.3773 2.0818 -1.0618
H 2.0626 2.0088 0.4925
H 2.5141 -0.3973 0.1007

Record 7
The following is a quantum chemistry calculation of 2 unconnected molecules or ions with the total composition CH6NO2 in a non-equilibrium geometry, from the Open Molecules 2025 dataset.

HOMO level (eV): -16.963
Net charge: +1
Energy above the lowest of the compared OMol25 structures with the same formula, charge and spin (kJ/mol): 87.7
Kohn-Sham gap (eV): 13.1932

Atoms and positions in Å:
O 0.7033 0.6274 2.0927
H 0.8113 -0.0973 2.8182
H 1.5312 1.0969 2.0015
H 0.4322 -1.1638 -2.5776
C -0.5227 -0.2721 -1.3106
N -0.6278 0.1263 -0.0986
O 0.6423 -0.5457 -1.8067
H -1.4056 -0.5243 -1.9649
H 0.0891 0.3945 0.7625
H -1.6533 0.3581 0.0836